Below is an isolated molecule of C4H9NO2, with properties calculated with wB97M-V/def2-TZVPD.

```
16
Properties=species:S:1:pos:R:3:forces:R:3
O -1.448131 1.787139 -2.074918 -0.2 -0.2 -0.1
O -2.345875 1.075854 -0.161603 0.0 0.3 0.1
N -0.183764 0.330920 1.378158 0.0 0.4 -0.4
C 0.572291 0.116095 0.111283 0.0 0.2 1.1
C -0.445790 -0.106315 -1.017643 0.3 -0.1 1.4
C 1.544040 -1.039309 0.251662 -0.2 -1.0 -0.3
C -1.444915 1.012142 -1.158853 0.2 0.3 0.0
H -0.346874 -0.543416 1.849691 0.1 -0.2 0.2
H 1.879711 -1.385101 -0.718147 0.3 0.1 -0.3
H 1.194433 0.991750 -0.063944 -0.4 0.4 -0.2
H -1.873486 0.807325 0.663002 0.0 -0.2 -0.2
H 1.061673 -1.919089 0.682922 -0.3 0.0 0.1
H 0.122943 -0.228573 -1.903234 0.1 -0.3 -1.1
H 2.422315 -0.860181 0.862046 0.0 0.4 0.1
H 0.281285 0.963480 2.013908 0.1 -0.1 0.0
H -0.989857 -1.002721 -0.714329 0.0 -0.2 -0.4
```
Forces are in eV/Å.

Properties
SMILES string ... C[C@H](N)CC(=O)O
Total charge ... 0
HOMO-LUMO gap ... 10.7 eV
HOMO energy ... -10.011 eV
M ... 103.12 Da
Energy relative to the best compared isomer or geometry (same formula, charge and spin) ... 13.5 kcal/mol

Below is a cluster of 2 separate species, C4H9NO2 in total, with properties calculated with wB97M-V/def2-TZVPD.

```
16
Properties=species:S:1:pos:R:3:forces:R:3
O -0.379532 -0.945678 0.943897 0.2 0.9 -0.4
O 1.983797 -1.435202 -0.426862 -0.2 0.0 0.0
N 1.963019 0.790866 -0.010810 0.3 0.0 -0.2
C -1.319879 0.159413 0.778472 -0.3 0.2 0.1
C 2.499329 -0.214142 -0.569040 -0.1 0.3 0.1
C -1.699086 -1.228723 0.525893 -0.6 -0.1 0.0
C -1.122108 1.142112 -0.352177 0.1 -0.2 0.0
H -0.647211 0.598945 -1.173873 -0.1 0.3 -0.1
H 3.398981 -0.154667 -1.207208 -0.4 -0.4 0.3
H -1.873207 -1.509138 -0.519568 0.3 -0.2 0.4
H 1.130327 -1.324998 0.076366 0.5 0.0 -0.2
H -2.080318 1.582953 -0.689645 0.3 -0.4 0.2
H 2.476538 1.621152 -0.276276 0.1 0.2 0.1
H -2.216039 -1.787272 1.297733 -0.4 0.0 -0.3
H -0.476192 1.973191 -0.050706 0.0 -0.3 -0.1
H -1.668168 0.624129 1.699402 0.3 -0.3 0.1
```
Forces are in eV/Å.

Properties
SMILES string ... C[C@H]1CO1.[H]/N=C/O
Total charge ... 0
HOMO-LUMO gap ... 11.0 eV
HOMO energy ... -9.942 eV
M ... 103.12 Da
Energy relative to the best compared isomer or geometry (same formula, charge and spin) ... 58.1 kcal/mol

Below is an isolated molecule of C4H9NO2, with properties calculated with wB97M-V/def2-TZVPD.

```
16
Properties=species:S:1:pos:R:3:forces:R:3
O -0.198131 -1.357931 -2.349702 -0.9 0.0 -0.4
O 1.566004 -1.327577 -0.941134 0.2 0.1 0.3
N 0.358897 1.260266 -0.104977 0.2 -0.6 0.3
C -1.235981 -0.481496 0.656575 0.5 0.1 -0.5
C 1.151999 1.055934 1.129912 1.0 1.5 -0.7
C 0.492298 -0.922125 -1.251486 -1.3 -0.5 -0.1
C -0.421184 0.092647 -0.545110 0.5 0.8 1.3
H 1.567842 0.059336 1.228998 -0.5 -0.2 0.0
H -1.587282 0.384149 1.220773 -0.2 0.0 -0.1
H 2.047726 1.694577 1.015292 -0.2 -0.2 0.1
H -0.610912 -1.041665 1.348826 0.0 -0.3 -0.1
H -0.272016 -2.298327 -2.573344 1.0 0.2 0.4
H -1.135204 0.477502 -1.256621 -0.1 -0.1 -0.4
H -2.095446 -1.057075 0.329617 0.0 -0.3 0.0
H 0.664874 1.444523 2.030320 -0.2 -0.6 0.1
H -0.293484 2.017262 0.062061 0.1 0.0 -0.1
```
Forces are in eV/Å.

Properties
SMILES string ... CN[C@H](C)C(=O)O
Total charge ... 0
HOMO-LUMO gap ... 9.6 eV
HOMO energy ... -8.903 eV
M ... 103.12 Da
Energy relative to the best compared isomer or geometry (same formula, charge and spin) ... 35.2 kcal/mol

Below is a cluster of 2 separate species, C4H9NO2 in total, with properties calculated with wB97M-V/def2-TZVPD.

```
16
Properties=species:S:1:pos:R:3:forces:R:3
O -1.556005 -1.349829 -0.483094 0.2 0.0 -0.1
O -0.255687 1.598972 1.079448 0.2 0.0 -0.5
N 0.797861 -0.097195 -0.660324 -0.3 0.8 0.6
C 2.146557 -0.207425 -1.208690 0.2 0.0 -0.1
C -1.398454 1.330242 0.580543 0.1 -0.3 -0.1
C 0.628970 0.222949 0.535152 0.1 0.1 -0.6
C -1.405301 -0.847013 0.796007 -0.1 0.2 0.3
H -2.410405 -0.570029 1.162173 0.1 0.1 0.0
H -1.028520 -1.594182 1.514843 0.2 0.4 -0.1
H -1.519876 0.982420 -0.446783 0.1 -0.2 0.1
H 2.414009 -1.233543 -1.482534 -0.3 0.1 0.0
H -0.713210 -1.143205 -0.949092 0.0 0.0 0.0
H -2.233544 1.956543 0.948505 0.2 -0.5 0.1
H 2.168000 0.406553 -2.112929 0.2 -0.1 0.1
H 1.451911 0.369458 1.245527 -0.6 -0.6 0.4
H 2.913694 0.175289 -0.518753 -0.2 -0.1 -0.1
```
Forces are in eV/Å.

Properties
Total charge ... 0
HOMO-LUMO gap ... 7.3 eV
HOMO energy ... -7.772 eV
M ... 103.12 Da
Energy relative to the best compared isomer or geometry (same formula, charge and spin) ... 174.0 kcal/mol

Below is a cluster of 2 separate species, C4H9NO2 in total, with properties calculated with wB97M-V/def2-TZVPD.

```
16
Properties=species:S:1:pos:R:3:forces:R:3
O 1.930545 -1.425133 0.382183 -0.1 0.3 -0.1
O -0.395779 -2.261971 1.234274 0.1 0.0 -0.1
N 1.088374 0.579031 -0.378791 0.0 -0.1 0.0
C -0.240132 0.568414 0.207661 0.0 0.2 0.2
C -1.113819 -1.698838 0.297363 -0.1 0.2 0.2
C -1.118968 1.599534 -0.460427 -0.1 0.0 0.0
C 2.026999 -0.368491 -0.244742 0.1 -0.1 0.0
H 1.348340 1.378332 -0.944067 0.0 -0.1 0.0
H -1.350353 1.315507 -1.495795 0.0 0.0 0.1
H -0.178610 0.672425 1.295081 0.0 -0.1 -0.2
H 2.966481 -0.117055 -0.763856 -0.1 0.0 0.1
H -2.145089 -1.549970 0.649306 0.1 0.1 -0.1
H 0.554980 -2.187767 0.947902 0.0 0.0 0.1
H -2.067763 1.698323 0.074830 0.1 0.0 -0.1
H -0.646166 -0.804318 -0.308305 0.0 -0.1 -0.1
H -0.659041 2.601972 -0.492624 0.0 -0.2 0.0
```
Forces are in eV/Å.

Properties
Total charge ... 0
HOMO-LUMO gap (alpha / beta) ... 7.8 / 7.8 eV
HOMO energy (alpha / beta) ... -7.147 / -7.149 eV
M ... 103.12 Da
Energy relative to the best compared isomer or geometry (same formula, charge and spin) ... 105.8 kcal/mol

Below is an isolated molecule of C4H9NO2, with properties calculated with wB97M-V/def2-TZVPD.

```
16
Properties=species:S:1:pos:R:3:forces:R:3
O -1.022664 1.970663 -0.310452 -0.2 -0.1 -0.3
O -0.434600 -1.748769 1.668778 -0.1 -0.3 -0.2
N 0.272830 -0.586088 -0.153657 0.0 -0.2 0.4
C -0.643550 1.462878 0.950420 0.2 -0.1 0.2
C -0.201913 -1.698716 0.479185 0.0 0.0 0.1
C 0.566249 -0.700940 -1.594332 0.0 0.0 0.1
C 0.557182 0.533437 0.790901 0.1 0.1 -0.2
H 1.437281 1.085994 0.453506 -0.1 0.0 -0.2
H -1.023795 1.202071 -0.895349 -0.2 0.3 -0.1
H 0.771681 0.108320 1.780478 0.1 -0.1 -0.4
H -0.139318 -0.168355 -2.253677 0.2 0.1 0.4
H -1.477166 0.935665 1.449659 0.3 0.1 -0.2
H 0.476069 -1.760779 -1.873762 0.0 0.3 0.2
H -0.340762 -2.561020 -0.201478 0.0 0.1 0.2
H 1.585302 -0.400910 -1.867520 -0.2 0.1 0.3
H -0.382825 2.326549 1.577298 0.0 -0.3 -0.1
```
Forces are in eV/Å.

Properties
SMILES string ... CN(C=O)CCO
Total charge ... 0
HOMO-LUMO gap ... 10.4 eV
HOMO energy ... -9.640 eV
M ... 103.12 Da
Energy relative to the best compared isomer or geometry (same formula, charge and spin) ... 33.7 kcal/mol